[1]
# C14H8CaF3NO4S2

A structure of composition C14H8CaF3NO4S2 (ωB97M-V with the def2-TZVPD basis set, OMol25).

Each line ends with the Löwdin charge.
Atoms and positions in Å:
Ca1 -0.9702 1.8065 1.0989  1.255
O1 -3.0028 2.5628 1.4772  -0.581
S1 -3.1024 2.0228 2.8967  0.212
O2 -4.3609 1.3420 3.1160  -0.377
O3 -1.9329 1.0528 2.9311  -0.576
O4 -2.8329 3.1195 3.8322  -0.411
S2 2.3092 2.6815 -0.0017  0.350
C1 1.8980 3.7078 1.3380  -0.878
C2 2.7618 4.6835 1.8937  -0.149
C3 2.3637 5.4527 2.9547  -0.123
C4 1.0857 5.2774 3.5026  -0.105
C5 0.2869 4.3148 2.9223  -0.146
N1 0.6728 3.5592 1.8809  -0.103
H1 3.7438 4.7987 1.4539  0.078
H2 3.0426 6.1935 3.3663  0.087
H3 0.7155 5.8492 4.3418  0.083
H4 -0.7144 4.1232 3.3070  0.090
F1 -0.5150 -7.0231 -3.6161  0.112
C6 0.4344 -6.0736 -3.7655  -0.584
F2 1.5897 -6.6131 -3.3249  0.114
F3 0.5909 -5.9286 -5.1017  0.116
C7 0.0884 -4.8009 -3.0676  -0.163
C8 -1.2365 -4.4030 -2.9396  -0.035
C9 -1.5478 -3.2000 -2.3321  -0.033
C10 -0.5446 -2.3509 -1.8378  -0.273
C11 0.7891 -2.7750 -1.9773  -0.025
C12 1.1008 -3.9773 -2.5836  -0.031
C13 -0.8352 -1.0952 -1.2280  -0.239
C14 -0.9708 0.0278 -0.7458  -0.114
H5 -2.0329 -5.0400 -3.3054  0.111
H6 -2.5783 -2.8900 -2.2183  0.111
H7 1.5669 -2.1283 -1.5940  0.116
H8 2.1373 -4.2767 -2.6737  0.111

Properties
Net charge: -2
DFT total energy, Eh: -2667.7856
Relative energy (zero: lowest compared OMol25 entry of this formula, charge and spin), kJ/mol: 0.00
Max |F|, Eh/bohr: 0.0223
HOMO, Eh: -0.074



[2]
# C14H8Cl2F5N3O2S2Tc

A structure of composition C14H8Cl2F5N3O2S2Tc (ωB97M-V with the def2-TZVPD basis set, OMol25).

Each line ends with the Löwdin charge.
Atoms and positions in Å:
Tc1 0.5898 -0.9239 -0.2577  1.156
Cl1 -0.6666 3.1861 5.6586  0.784
C1 -0.2927 2.4657 4.1532  -0.640
C2 0.1044 3.2648 3.0804  -0.048
C3 0.4107 2.7107 1.8515  -0.566
Cl2 0.8899 3.7122 0.5463  0.806
C4 0.3302 1.3363 1.6585  -0.304
O1 0.6288 0.8600 0.4478  -0.283
C5 -0.0779 0.5343 2.7471  -0.124
C6 -0.2138 -0.8691 2.6462  -0.085
O2 -0.0088 -1.5682 1.6135  -0.165
C7 -0.3838 1.1071 3.9914  -0.015
H1 0.1750 4.3378 3.2098  0.131
H2 -0.5157 -1.4136 3.5419  0.158
H3 -0.6947 0.4823 4.8208  0.135
F1 -4.2542 2.5840 -3.2356  0.188
C8 -3.1075 1.9666 -3.0514  -0.111
C9 -2.9362 1.1591 -1.9374  -0.136
F2 -3.9104 1.0017 -1.0567  0.165
C10 -1.7268 0.5372 -1.7806  -0.196
F3 -1.5616 -0.2792 -0.6757  -0.026
C11 -0.6743 0.6601 -2.6603  -0.479
S1 0.8463 -0.1805 -2.4322  0.756
C12 -0.8749 1.4686 -3.7699  -0.225
F4 0.0930 1.6209 -4.6588  0.135
C13 -2.0781 2.1207 -3.9655  -0.119
F5 -2.2517 2.8885 -5.0219  0.182
N1 0.4932 -3.0531 -0.8778  -0.043
N2 1.6875 -3.7701 -0.6720  -0.009
C14 2.8044 -3.1344 -0.3098  -0.719
N3 3.9178 -3.8253 -0.2103  0.174
S2 2.8301 -1.4429 0.0397  0.786
H4 -0.2451 -3.5027 -0.3341  0.141
H5 0.2474 -3.1069 -1.8663  0.123
H6 1.6809 -4.7564 -0.8946  0.184
H7 3.9748 -4.8131 -0.4143  0.150
H8 4.7706 -3.3655 0.0758  0.137

Properties
Multiplicity: 4
Net charge: +2
DFT total energy, Eh: -3149.3517
Max |F|, Eh/bohr: 0.0171
HOMO (alpha / beta), Eh: -0.534 / -0.537



Look up the net charge of the first one.
-2



Which value of DFT total energy does entry 2 give?
-3149.3517 Eh